Model one:
{"formula": "CH2N2O3", "method": "ωB97M-V/def2-TZVPD", "elements": ["O", "N", "N", "O", "C", "O", "H", "H"], "coordinates": [[0.14264, -1.39372, 0.01609], [1.10385, -0.73279, -0.21751], [1.74031, 0.19658, 0.18495], [2.50286, 1.07060, -0.07243], [-1.30501, 0.12707, 0.03078], [-0.47918, 0.97827, 0.19484], [-1.91882, -0.22044, 0.87162], [-1.78664, -0.02557, -1.00833]], "gap_ev": 8.810, "spin_multiplicity": 1, "smiles": "O=NN=O.C=O", "charge": 0}

Model two:
{"formula": "CH2N2O3", "method": "ωB97M-V/def2-TZVPD", "elements": ["O", "N", "C", "N", "O", "O", "H", "H"], "coordinates": [[0.33894, 2.16405, 0.23830], [0.84544, 1.09507, 0.25843], [0.13883, 0.00513, -0.55234], [-0.41708, -0.91968, 0.47534], [0.10018, -1.93168, 0.88217], [-1.31721, -0.35731, 1.02263], [0.90996, -0.57937, -1.16064], [-0.59906, 0.52378, -1.16389]], "gap_ev": [9.103, 9.104], "spin_multiplicity": 1, "smiles": "O=NC[N+](=O)[O-]", "charge": 0}

Model three:
{"formula": "CH2N2O3", "method": "ωB97M-V/def2-TZVPD", "elements": ["C", "N", "N", "O", "O", "O", "H", "H"], "coordinates": [[-0.03131, -0.16367, -0.06016], [-2.32582, 0.78248, 0.15006], [-3.52950, -0.00673, 0.02043], [-3.42640, -1.20613, -0.14694], [-4.59051, 0.59399, 0.02914], [-1.28645, -0.03515, 0.01785], [0.43162, -1.12918, 0.09140], [0.64080, 0.71106, -0.21615]], "gap_ev": [8.592, 8.597], "spin_multiplicity": 1, "charge": 0}

Model four:
{"formula": "CH2N2O3", "method": "ωB97M-V/def2-TZVPD", "elements": ["O", "N", "C", "N", "O", "O", "H", "H"], "coordinates": [[-1.42352, 1.73461, -0.50329], [-0.29367, 1.37252, -0.43750], [0.07231, -0.01212, -0.40144], [-1.14723, -0.79977, -0.63853], [-1.72699, -1.22002, 0.33646], [-1.54770, -0.86221, -1.74209], [0.48200, -0.11330, 0.63546], [0.88418, -0.34588, -1.08891]], "gap_ev": 9.260, "spin_multiplicity": 1, "smiles": "O=NC[N+](=O)[O-]", "charge": 0}

model four comes first in stability; the runner-up is 0.0045 hartree higher.

Model one:
{"formula": "C2H5O2", "method": "ωB97M-V/def2-TZVPD", "elements": ["O", "H", "O", "C", "C", "H", "H", "H", "H"], "coordinates": [[-0.99780, 1.22734, 2.08189], [-0.04212, 1.24721, 1.95540], [-1.01183, 0.55798, -0.44523], [0.18938, 0.09500, -0.70079], [0.56013, -1.29142, -0.93681], [0.97682, 0.86701, -0.85460], [-0.17532, -2.03507, -1.33965], [1.65458, -1.56746, -0.90845], [-1.15383, 0.89941, 1.14825]], "gap_ev": 7.403, "spin_multiplicity": 1, "charge": -1}

Model two:
{"formula": "C2H5O2", "method": "ωB97M-V/def2-TZVPD", "elements": ["O", "H", "C", "C", "O", "H", "H", "H", "H"], "coordinates": [[3.21124, 1.36591, -0.61463], [2.75257, 1.88559, 0.01878], [-0.09016, -0.87034, -0.19566], [-1.37271, -0.92570, 0.03057], [-2.16916, 0.11455, 0.67333], [0.40883, -1.78527, -0.20732], [0.65969, -0.03038, 0.11924], [-1.92492, -1.82190, -0.43526], [-1.45571, 0.68454, 1.02547]], "gap_ev": 5.634, "spin_multiplicity": 1, "charge": -1}

model one comes first in stability; the runner-up is 0.0771 hartree higher.

Model one:
{"formula": "C3H3NO2", "method": "ωB97M-V/def2-TZVPD", "elements": ["C", "C", "C", "N", "O", "O", "H", "H", "H"], "coordinates": [[-0.55191, 0.11352, 0.71264], [-0.55631, 1.09726, -0.41746], [-0.51044, -1.16916, -0.06933], [-2.00404, 0.27073, 0.65977], [-1.87455, 1.06434, -0.39614], [-1.59195, -1.61260, -0.33108], [-0.01210, 0.20018, 1.64383], [0.05852, 1.38164, -1.24617], [0.45201, -1.57025, -0.41827]], "gap_ev": [8.641, 8.531], "spin_multiplicity": 1, "charge": 0}

Model two:
{"formula": "C3H3NO2", "method": "ωB97M-V/def2-TZVPD", "elements": ["O", "C", "C", "C", "N", "O", "H", "H", "H"], "coordinates": [[0.57617, -1.90793, -1.48416], [0.30770, -0.98438, -0.78134], [-0.44159, -0.80135, 0.47284], [-0.40755, 0.53635, 0.75595], [0.32347, 1.16486, -0.14700], [0.78828, 0.29307, -1.10992], [-0.96609, -1.54548, 1.03363], [-0.85263, 1.15033, 1.50561], [0.67225, 2.09453, -0.24561]], "gap_ev": 9.450, "spin_multiplicity": 1, "smiles": "O=c1cc[nH]o1", "charge": 0}

Model three:
{"formula": "C3H3NO2", "method": "ωB97M-V/def2-TZVPD", "elements": ["O", "C", "C", "C", "N", "O", "H", "H", "H"], "coordinates": [[-0.53255, 2.40123, -0.45323], [-0.26888, 1.20332, -0.21835], [0.04898, -0.02856, -1.03770], [0.23974, -0.94457, -0.02189], [0.56123, -0.32228, 1.04047], [0.06990, 0.96984, 1.10325], [-0.09325, -0.29433, -2.00110], [0.05864, -2.02958, -0.09640], [-0.08380, -0.95508, 1.68494]], "gap_ev": 9.717, "spin_multiplicity": 1, "smiles": "O=c1cc[nH]o1", "charge": 0}

model two comes first in stability; the runner-up is 0.0649 hartree higher.